51
Properties=species:S:1:pos:R:3:forces:R:3:lowdin_charge:R:1 method="wB97M-V/def2-TZVPD" e_tot_ha=-1945.2633 de_lowest_kcal_mol=7.3 homo_lumo_gap_ev=8.910 charge=0 smiles="COc1cccc(NC(=O)[C@H]2CC[C@H](CNS(=O)(=O)c3cccs3)CC2)c1"
C 7.71848 1.93356 -0.27128 0.241 -0.003 0.035 -0.09
H 8.00138 2.92049 -0.63396 0.026 -0.080 0.036 0.09
O 6.32416 1.85378 -0.43501 -0.360 -0.082 -0.017 -0.08
C 5.68699 0.71270 -0.05926 -0.124 -0.239 0.080 -0.27
C 4.30507 0.71197 -0.25084 0.059 0.231 -0.085 0.07
C 3.55380 -0.39755 0.09727 0.401 0.172 -0.013 -0.21
C 4.18607 -1.51809 0.64026 0.013 -0.075 0.031 -0.05
C 5.55170 -1.50993 0.82616 -0.196 -0.009 -0.024 -0.09
C 6.31323 -0.40447 0.48238 0.325 0.271 -0.065 -0.04
H 7.37914 -0.42932 0.64084 0.100 0.037 -0.001 0.10
H 6.03920 -2.37700 1.24658 0.029 -0.066 0.031 0.10
H 3.60505 -2.38748 0.91365 -0.069 -0.093 0.029 0.11
N 2.16673 -0.45662 -0.06906 0.052 -0.436 0.176 0.14
C 1.31217 0.48581 -0.55396 -0.689 -0.104 -0.057 -0.44
O 1.64427 1.58209 -0.94459 0.192 0.299 -0.093 0.09
C -0.14780 0.03695 -0.56199 0.228 -0.112 0.087 -0.24
C -0.37476 -1.18765 -1.45266 -0.227 0.219 -0.161 -0.14
C -1.86183 -1.53028 -1.50018 0.220 -0.268 0.268 -0.16
C -2.40991 -1.79524 -0.09678 -0.386 0.180 -0.159 -0.31
C -2.15451 -0.58264 0.79757 0.228 -0.311 0.053 -0.15
C -0.66863 -0.23906 0.85128 -0.254 0.226 -0.108 -0.14
H -0.12395 -1.07125 1.30483 0.065 -0.031 0.058 0.12
H -0.51507 0.64172 1.47768 0.073 -0.026 0.060 0.13
H -2.70453 0.26964 0.40044 -0.037 0.102 0.006 0.09
H -2.52765 -0.78192 1.80395 -0.074 0.042 0.051 0.13
C -3.90717 -2.13881 -0.14524 0.651 -0.214 0.501 -0.20
N -4.68073 -1.11609 -0.81596 -0.835 0.380 0.251 -0.13
S -5.84841 -0.27604 0.01584 0.217 0.158 -0.167 0.59
O -6.08593 -0.87749 1.29427 0.257 0.094 -0.011 -0.28
O -6.93839 -0.06071 -0.88754 0.219 0.006 -0.191 -0.29
C -5.04286 1.27413 0.29257 -0.211 -0.247 -0.274 -0.64
C -4.82412 1.90817 1.47533 -0.205 -0.349 -0.071 -0.14
C -4.11572 3.11872 1.30941 0.075 0.105 -0.128 -0.17
C -3.81577 3.36884 0.00712 -0.146 -0.321 -0.206 -0.38
S -4.39945 2.13839 -1.04511 0.111 0.278 0.332 1.03
H -3.28396 4.20555 -0.40009 0.109 0.194 -0.082 0.07
H -3.84291 3.76679 2.12199 0.067 0.133 0.118 0.11
H -5.15780 1.50803 2.41438 -0.056 -0.102 0.205 0.12
H -4.97770 -1.32352 -1.75335 -0.215 0.057 -0.167 0.11
H -4.04736 -3.10436 -0.63996 -0.100 0.087 0.008 0.13
H -4.30196 -2.21217 0.87174 0.122 -0.233 -0.075 0.11
H -1.89409 -2.66306 0.33033 0.021 -0.035 0.004 0.15
H -2.41212 -0.69753 -1.94069 -0.038 0.058 -0.071 0.11
H -2.01620 -2.40983 -2.12899 -0.056 -0.018 -0.092 0.12
H 0.17741 -2.04913 -1.06776 0.063 -0.054 -0.011 0.12
H -0.00976 -0.98113 -2.46054 0.087 -0.057 -0.005 0.13
H -0.71342 0.87645 -0.97913 0.124 -0.009 0.025 0.15
H 1.75693 -1.33069 0.22809 -0.019 0.190 -0.078 0.13
H 3.83721 1.58512 -0.67087 -0.040 0.045 -0.023 0.11
H 8.00716 1.83968 0.78087 -0.014 -0.012 -0.048 0.10
H 8.23832 1.17050 -0.86001 -0.027 0.023 0.037 0.09